A molecular structure, C48H43I3NO4Pb, computed with ωB97M-V/def2-TZVPD.

Summary:
Energy above the lowest of the compared OMol25 structures with the same formula, charge and spin   86.1 kcal per mole
Kohn-Sham gap   6.19 eV
LUMO   1.934 eV
Net charge   -1

Atoms and positions in Å:
Pb -0.0549 0.6652 0.1725
C -0.0415 2.7377 -5.0720
C 0.4395 1.2782 -4.9765
C 0.6839 0.7253 -6.3901
O -0.5502 0.5073 -4.3372
C -0.1684 0.2730 -2.9947
C 1.3814 0.3268 -3.0740
O 1.6086 1.1710 -4.2033
C 2.2995 0.7886 -1.8746
O 2.0812 -0.0155 -0.8035
C 3.7231 0.6057 -2.4393
C 4.3597 1.5570 -3.2272
C 5.6300 1.3112 -3.7203
C 6.2815 0.1242 -3.4267
C 5.6542 -0.8209 -2.6322
C 4.3854 -0.5760 -2.1417
C 2.2191 2.2554 -1.4325
C 1.7814 3.3334 -2.1864
C 1.7234 4.6098 -1.6461
C 2.1544 4.8409 -0.3527
C 2.6866 3.7922 0.3812
C 2.7047 2.5167 -0.1482
C -0.9607 -0.9717 -2.4380
O -0.7762 -1.1776 -1.0998
C -0.7285 -2.2651 -3.2287
C -1.3726 -3.4232 -2.7957
C -1.3440 -4.5849 -3.5478
C -0.6741 -4.6204 -4.7604
C -0.0017 -3.4894 -5.1821
C -0.0339 -2.3298 -4.4272
C -2.4667 -0.7129 -2.7164
C -2.9946 -0.5853 -3.9965
C -4.3503 -0.3822 -4.1811
C -5.2137 -0.3418 -3.0980
C -4.7053 -0.4993 -1.8211
C -3.3444 -0.6842 -1.6395
H -0.8902 2.7842 -5.7489
H 0.7585 3.3754 -5.4390
H -0.3645 3.0892 -4.0952
H -0.2715 0.5166 -6.8635
H 1.2655 -0.1909 -6.3321
H 1.2396 1.4479 -6.9815
H -0.5048 1.1396 -2.3891
H 1.7454 -0.6885 -3.2909
H 3.8737 2.4919 -3.4655
H 6.1197 2.0578 -4.3346
H 7.2777 -0.0556 -3.8105
H 6.1540 -1.7488 -2.3884
H 3.8761 -1.2845 -1.5050
H 1.5040 3.1772 -3.2111
H 1.3489 5.4322 -2.2442
H 2.0987 5.8344 0.0704
H 3.0863 3.9725 1.3701
H 3.1174 1.6918 0.4142
H -1.9213 -3.4045 -1.8654
H -1.8681 -5.4689 -3.2044
H -0.6821 -5.5130 -5.3740
H 0.5377 -3.4968 -6.1207
H 0.4715 -1.4675 -4.8158
H -2.3389 -0.6323 -4.8486
H -4.7396 -0.2561 -5.1812
H -6.2719 -0.1881 -3.2500
H -5.3647 -0.4773 -0.9622
H -2.9314 -0.7993 -0.6475
I 1.4446 -0.8617 2.1311
C 0.7391 0.4914 3.6780
C 1.5024 0.6129 4.8048
C 1.1101 1.5218 5.7963
C -0.0169 2.2754 5.6339
C -0.8178 2.1416 4.4822
C -1.9872 2.9077 4.3096
C -2.7729 2.7259 3.2063
C -2.3902 1.8098 2.2203
C -1.2293 1.0622 2.2784
C -0.4445 1.2230 3.4543
H 2.4024 0.0316 4.9345
H 1.7187 1.6161 6.6821
H -0.3110 2.9872 6.3938
H -2.2454 3.6383 5.0649
H -3.6841 3.2968 3.0767
H -3.0514 1.6883 1.3681
I -1.7063 3.7686 -1.1580
N -1.6090 -2.7891 1.6720
C -2.4887 -1.9777 2.3575
C -2.2059 -1.5009 3.6398
C -3.1173 -0.7130 4.3127
C -4.3301 -0.3864 3.7316
C -4.6363 -0.8882 2.4770
C -3.7370 -1.6856 1.8029
H -1.5577 -2.6242 0.6742
H -0.6869 -2.8397 2.0829
H -1.2515 -1.7348 4.0931
H -2.8646 -0.3233 5.2889
H -5.0307 0.2500 4.2497
H -5.5838 -0.6526 2.0121
H -3.9860 -2.1035 0.8384
I -4.8822 3.4348 -2.7625
C -3.2995 2.4566 -1.7266
H -3.7074 2.0119 -0.8265
H -2.8997 1.6913 -2.3824